Density functional theory data (ωB97M-V/def2-TZVPD) for a structure of composition C21H24F6InN3O10S3Si in a non-equilibrium geometry.

Last column: Mulliken charge in e.
Positions of all 69 atoms, in Å:
In  -0.83874  -0.73577  -0.35881  0.89
N  -0.36320  -1.40651  1.73911  -0.39
C  -1.51139  -1.86831  2.53626  -0.60
C  -2.49879  -2.65036  1.64217  0.59
O  -3.21345  -3.50280  2.17907  -0.78
O  -2.45614  -2.29614  0.43056  -0.74
H  0.12192  -2.20196  1.32508  0.33
H  0.30930  -0.90170  2.30154  0.18
H  -2.05736  -0.99923  2.91040  0.33
H  -1.23789  -2.50611  3.37950  0.32
C  0.41982  -0.94832  -6.45155  -1.50
C  1.00516  -0.53777  -5.12526  1.21
C  1.10046  0.80308  -4.77399  -1.09
C  1.63680  1.18391  -3.55260  -0.34
C  2.07092  0.21065  -2.66885  0.55
C  1.99304  -1.13472  -3.00400  -0.32
C  1.45723  -1.50009  -4.22543  -1.01
S  2.89626  0.63113  -1.13836  0.93
O  2.48900  2.14017  -1.06913  -0.49
O  4.30224  0.54610  -1.45207  -0.84
N  2.37691  0.03657  0.15286  0.18
C  3.02694  -1.17037  0.68436  -1.06
C  2.36784  -2.51930  0.29310  0.53
O  3.06031  -3.51992  0.53061  -0.82
O  1.21271  -2.49220  -0.22937  -0.75
H  0.32383  -0.09049  -7.11715  0.35
H  -0.57008  -1.38840  -6.31439  0.29
H  1.05194  -1.69401  -6.93643  0.36
H  0.74889  1.56187  -5.46377  0.29
H  1.71929  2.22808  -3.29005  0.54
H  2.30884  -1.88714  -2.29446  0.22
H  1.37972  -2.55075  -4.47887  0.36
H  3.00241  -1.10018  1.77396  0.38
H  4.07044  -1.22104  0.37345  0.49
F  -5.93461  2.81037  0.67805  -0.26
C  -4.93564  2.12018  0.10959  0.59
F  -5.44080  0.95924  -0.32912  -0.24
F  -4.50646  2.80270  -0.95310  -0.22
S  -3.56050  1.79840  1.34101  0.93
O  -2.40498  1.60394  0.47391  -0.43
O  -4.05740  0.68979  2.09124  -0.68
N  -3.47201  3.11787  2.18967  -0.68
S  -2.45163  4.20077  1.47556  0.96
O  -3.16275  5.01635  0.47778  -0.73
O  1.58074  2.97896  1.38463  -0.22
C  -2.53770  5.29764  3.00880  0.45
F  -1.84754  6.43563  2.77698  -0.25
F  -1.97447  4.70524  4.07907  -0.26
F  -3.78204  5.64986  3.32866  -0.23
C  1.29302  1.92380  2.29644  0.01
Si  1.53082  3.20978  -0.21546  0.86
C  -0.07740  3.32380  -1.14403  -0.78
C  2.47795  4.83759  -0.35302  0.16
C  1.91814  5.96763  -0.94986  -0.24
C  2.63316  7.15343  -1.06367  -0.63
C  3.92928  7.23055  -0.57714  -0.36
C  4.50109  6.11868  0.03008  -0.68
C  3.78233  4.93856  0.13549  -0.31
H  0.38327  2.16036  2.84987  0.25
H  2.13166  1.85188  2.99058  0.26
H  1.17306  0.97218  1.78466  -0.42
H  -0.75630  4.02080  -0.64630  0.31
H  -0.58484  2.35731  -1.19402  0.02
H  0.08787  3.67936  -2.16305  0.47
H  0.89958  5.92279  -1.32044  0.29
H  2.17898  8.01809  -1.53387  0.37
H  4.49115  8.15270  -0.66657  0.36
H  5.51003  6.17741  0.42138  0.35
H  4.23347  4.07081  0.60540  0.36

Properties
- HOMO-LUMO gap: 6.30 eV
- F_max: 0.023 Eh/bohr
- HOMO level: -2.344 eV
- Charge: -2

---

Density functional theory data (ωB97M-V/def2-TZVPD) for a structure of composition C3H4LiO5Tl in a non-equilibrium geometry.

Last column: Mulliken charge in e.
Positions of all 14 atoms, in Å:
O  2.56655  1.25773  0.37397  -0.48
C  1.58854  0.33635  0.00104  -0.48
C  1.11949  0.45179  -1.37866  0.45
O  0.17644  -0.19889  -1.85579  -0.51
H  3.44289  0.88964  0.22766  0.33
H  1.84132  -0.70694  0.25170  0.34
H  1.42901  1.36867  -1.91844  0.42
Tl  -0.99872  -1.71819  -1.33248  0.71
O  -1.20100  0.86258  0.80152  -0.72
C  -2.06239  -0.05248  0.92330  1.10
O  -1.93726  -1.18316  0.24112  -0.61
O  -3.00503  -0.03659  1.77349  -0.78
Li  -3.43353  -1.83636  1.28647  0.87
H  0.47369  0.56586  0.60510  0.35

Properties
- HOMO-LUMO gap (alpha / beta): 8.65 / 5.26 eV
- F_max: 0.119 Eh/bohr
- ⟨S²⟩: 0.755
- 2S+1: 2
- HOMO level (alpha / beta): -13.247 / -13.168 eV
- Charge: +1

---

Density functional theory data (ωB97M-V/def2-TZVPD) for a cluster of 4 separate species, C27H44F14O14S in total in a non-equilibrium geometry.

Last column: Mulliken charge in e.
Positions of all 100 atoms, in Å:
O  2.10369  -2.29954  -0.66667  -0.35
C  2.34398  -1.55235  0.23769  -0.31
O  1.35390  -0.67223  0.74435  0.19
C  1.81664  -0.33090  2.01352  -0.38
S  1.38041  -1.46944  3.36016  1.51
O  2.24966  -2.60803  3.24600  -0.68
O  1.48065  -0.81203  4.62670  -0.65
C  -0.37866  -2.12996  3.20480  0.33
F  -0.25151  -3.41959  2.89149  -0.23
F  -0.90469  -2.07718  4.42261  -0.24
C  -1.35355  -1.54282  2.14964  0.51
F  -0.98175  -1.91378  0.92751  -0.04
F  -2.52741  -2.15829  2.39086  -0.31
C  -1.67256  -0.02347  2.16058  0.57
F  -0.75445  0.68640  1.50074  -0.11
F  -2.82192  0.10691  1.48360  -0.33
C  -1.92698  0.65188  3.53089  0.39
F  -2.84255  -0.00707  4.22603  -0.24
F  -2.42055  1.87197  3.26005  -0.18
F  -0.80878  0.80766  4.22429  -0.20
C  3.27947  -0.17184  1.65105  -0.14
C  4.34853  0.30113  2.63170  0.73
F  3.96754  0.27571  3.90718  -0.29
F  5.42413  -0.49222  2.49953  -0.31
C  4.82326  1.74252  2.31996  0.55
F  5.77033  2.08792  3.18325  -0.24
F  3.79356  2.58338  2.43855  -0.23
F  5.32249  1.81166  1.08904  -0.23
O  3.51241  -1.36155  0.89815  -0.38
H  1.49223  0.64075  2.38596  0.56
H  3.21295  0.62894  0.91489  0.69
C  -1.71168  3.06363  -5.11304  -0.73
O  -0.57518  2.26719  -4.85836  -0.30
C  0.44473  2.94838  -4.14867  -0.64
C  1.19102  2.01286  -3.22211  -0.42
O  0.48195  1.65527  -2.04254  -0.15
C  -0.64648  0.79769  -2.16516  -0.46
C  -0.31396  -0.64641  -2.47483  0.76
O  0.11824  -0.80732  -3.81787  -0.34
C  1.18925  -1.71871  -3.95663  -0.47
H  -1.51078  3.79429  -5.90427  0.32
H  -2.51094  2.40038  -5.43990  0.24
H  -2.04470  3.58366  -4.20810  0.30
H  0.02604  3.77553  -3.56469  0.29
H  1.15284  3.35649  -4.88221  0.43
H  2.07132  2.55291  -2.86381  0.40
H  1.54926  1.12985  -3.75283  0.15
H  -1.37816  1.20013  -2.86663  0.22
H  -1.11586  0.81153  -1.17729  0.17
H  -1.21273  -1.26151  -2.33359  0.39
H  0.45602  -0.98546  -1.77995  -0.74
H  1.99484  -1.49138  -3.25110  0.26
H  1.58202  -1.61925  -4.96754  0.31
H  0.84827  -2.74892  -3.80820  0.00
C  -3.51732  8.81504  -0.65715  -0.80
O  -2.47477  8.00010  -0.16970  -0.24
C  -1.77932  8.56739  0.92869  -0.59
C  -1.30958  7.50215  1.89604  -0.20
O  -2.32944  6.94870  2.71535  -0.47
C  -3.30576  6.11200  2.11441  -0.53
C  -2.80530  4.74404  1.70300  -0.33
O  -1.97387  4.82599  0.55394  -0.30
C  -0.86279  3.96080  0.58576  -0.69
H  -3.12067  9.66737  -1.21999  0.32
H  -4.12719  8.20592  -1.32261  0.23
H  -4.15414  9.17700  0.15749  0.36
H  -2.41360  9.28366  1.46211  0.36
H  -0.90175  9.09723  0.53482  0.39
H  -0.62513  7.98595  2.59699  0.41
H  -0.74530  6.72235  1.38278  0.00
H  -3.80645  6.61609  1.28652  0.16
H  -4.05854  5.95701  2.89147  0.43
H  -3.66550  4.10948  1.45354  0.36
H  -2.26924  4.29485  2.54422  0.24
H  -0.31502  4.04883  1.53245  0.41
H  -0.19348  4.24857  -0.22397  0.37
H  -1.16968  2.92216  0.43302  0.13
C  -1.04985  -5.24851  -2.30880  -0.59
O  0.12212  -5.90275  -1.87904  -0.34
C  0.84554  -5.17535  -0.89524  0.05
C  1.51825  -6.10371  0.09152  -0.40
O  0.64361  -6.69624  1.04316  -0.46
C  -0.28066  -7.67611  0.59852  -0.31
C  0.33194  -9.01242  0.23665  -0.55
O  1.04845  -8.94614  -0.98588  -0.28
C  2.24329  -9.69398  -0.98143  -0.80
H  -0.81274  -4.40197  -2.96368  0.05
H  -1.64457  -5.97002  -2.86739  0.30
H  -1.64532  -4.89770  -1.45772  0.33
H  0.18455  -4.49084  -0.35059  -0.02
H  1.61147  -4.58884  -1.41158  0.35
H  2.20402  -5.49574  0.68729  0.45
H  2.11878  -6.85759  -0.41917  0.08
H  -0.90683  -7.29563  -0.21007  0.10
H  -0.93857  -7.84798  1.45442  0.42
H  -0.47321  -9.74922  0.11866  0.40
H  0.98744  -9.33594  1.05234  0.34
H  2.85236  -9.46661  -0.09945  0.36
H  2.81072  -9.41516  -1.86814  0.23
H  2.03724  -10.76960  -1.01830  0.33

Properties
- HOMO-LUMO gap: 9.11 eV
- F_max: 0.065 Eh/bohr
- HOMO level: -8.974 eV
- SMILES: O=C1O[C@@H](S(=O)(=O)C(F)(F)C(F)(F)C(F)(F)C(F)(F)F)[C@@H](C(F)(F)C(F)(F)F)O1.COCCOCCOC.COCCOCCOC.COCCOCCOC

---

Density functional theory data (ωB97M-V/def2-TZVPD) for the ion C5H15N2 with charge +1 in a non-equilibrium geometry.

Last column: Mulliken charge in e.
Positions of all 22 atoms, in Å:
C  1.71162  2.12906  1.54826  -0.96
C  0.68883  1.00858  1.40748  -1.00
C  0.60291  0.19041  0.14057  0.28
N  -0.11917  0.99038  -0.98617  -0.30
C  -0.25056  -1.04843  0.39075  -1.00
N  -0.51757  -1.64994  -0.94125  -0.28
C  -1.86491  -1.81698  -1.42518  -0.91
H  1.71494  2.64776  0.58291  0.25
H  2.63238  1.66947  1.92851  0.29
H  1.43691  2.87195  2.29673  0.35
H  0.67230  0.25463  2.19905  0.46
H  -0.30061  1.37228  1.70789  0.46
H  1.53582  0.01126  -0.39527  0.31
H  -1.12293  1.08974  -0.81235  0.31
H  -0.01134  0.36259  -1.79581  0.40
H  0.18848  1.96294  -0.95812  0.33
H  -1.08330  -1.07552  1.11143  0.36
H  0.37071  -1.82370  0.87282  0.44
H  0.13719  -2.39811  -1.09138  0.23
H  -2.45682  -0.96252  -1.05007  0.29
H  -2.38593  -2.68275  -0.99831  0.36
H  -2.06870  -1.82411  -2.49176  0.32

Properties
- HOMO-LUMO gap: 9.95 eV
- F_max: 0.059 Eh/bohr
- HOMO level: -13.108 eV
- Charge: +1
- SMILES: CC[C@H]([NH3+])CNC